14 unconnected molecules or ions with the total composition C16H57O22 at a distorted geometry, computed with the ωB97M-V functional and the def2-TZVPD basis.

```
95
Properties=species:S:1:pos:R:3:forces:R:3:lowdin_charge:R:1
C 0.00689 0.51255 0.46324 0.939 0.066 -0.389 0.019
C 0.55090 -0.91427 0.40804 -1.435 -1.306 -0.741 -0.640
O 0.14927 -1.69626 -0.50542 -0.129 1.045 -0.161 -0.055
O 1.23381 -1.37202 1.34244 1.114 0.725 1.343 -0.060
H -0.12516 0.86298 -0.56042 -0.659 0.006 0.195 0.078
H 0.68655 1.22581 0.92951 0.312 -0.215 0.095 0.056
H -0.87239 0.56125 1.10557 -0.334 -0.164 -0.427 0.068
O 0.68456 4.18485 0.76796 0.686 -0.360 -0.091 -0.028
H -0.07378 4.75886 0.87600 -0.806 0.259 0.151 0.012
H 1.43676 4.73945 0.97496 0.227 0.232 0.143 0.060
O 3.42736 0.59985 0.88690 0.557 0.280 0.345 -0.043
H 3.01454 1.08935 0.17541 -0.173 0.161 -0.500 -0.015
H 2.69808 0.18425 1.34697 -0.240 -0.473 0.158 -0.009
O 1.55385 -3.68533 3.11221 0.258 -0.662 0.343 -0.060
H 1.28502 -2.99957 2.50090 -0.145 0.497 -0.399 -0.021
H 1.72708 -3.22194 3.93165 0.038 0.175 0.099 0.023
O -2.16115 -1.08531 -1.91061 -0.723 -0.117 -0.625 -0.054
H -1.28770 -1.31844 -1.59601 0.796 -0.036 0.354 -0.019
H -2.52044 -0.52158 -1.22553 -0.187 0.048 0.074 -0.020
O -2.57070 2.28431 -0.73100 0.185 0.512 -0.670 -0.035
H -2.51251 2.91623 -0.01440 -0.004 0.044 0.386 0.007
H -2.83587 1.46696 -0.30927 -0.236 -0.481 0.242 -0.007
O 2.03003 2.38508 -1.02659 0.594 -0.257 0.029 -0.035
H 2.62298 2.87045 -1.60022 0.369 0.029 -0.217 0.076
H 1.73538 3.03079 -0.38435 -0.648 0.267 0.352 0.014
C 0.70092 2.92992 -3.76140 0.039 -0.779 0.265 -0.231
C 0.01826 4.07463 -2.95931 -0.181 -0.584 -1.048 -0.237
O -1.37650 3.82657 -2.91387 0.270 0.464 -0.087 -0.076
O 0.57841 1.63086 -3.18155 -0.575 0.496 -0.405 -0.083
H 1.75101 3.05557 -4.02526 0.395 0.735 0.350 0.106
H 0.23312 2.82394 -4.74019 -0.459 0.358 0.084 0.115
H 0.16002 4.99558 -3.52486 0.015 0.152 -0.061 0.107
H 0.36335 4.25226 -1.94075 0.520 -0.315 -0.001 0.086
H -1.47047 3.03395 -2.38047 -0.498 -0.480 0.286 0.041
H 1.16230 1.60869 -2.41986 0.035 -0.158 0.363 0.023
C -3.23339 4.32995 2.51637 -0.157 0.335 -1.381 -0.223
C -3.05071 5.41368 1.44144 0.117 0.522 0.067 -0.213
O -1.69948 5.87754 1.24307 0.156 -0.588 0.376 -0.082
O -2.69978 3.06385 2.18274 -0.791 0.483 0.007 -0.062
H -4.31870 4.22957 2.50522 -0.154 -0.287 0.218 0.118
H -2.98399 4.73023 3.49906 0.507 -0.233 0.119 0.121
H -3.64333 6.26654 1.77239 -0.145 0.186 0.208 0.110
H -3.47321 5.14181 0.47413 0.033 -0.551 0.014 0.121
H -1.65721 6.34479 0.40553 -0.148 0.037 -0.103 0.091
H -1.75292 3.03023 2.33742 0.668 0.099 0.293 0.036
C -0.34595 0.56484 4.24448 -0.042 0.022 0.378 -0.240
C -0.26910 2.09841 4.42005 -0.805 -1.705 1.163 -0.226
O -0.19729 2.70640 3.16637 0.676 0.698 -0.066 -0.083
O 0.85074 -0.00631 3.81766 0.755 0.261 0.375 -0.051
H -1.15237 0.27718 3.56993 -0.288 0.367 -0.215 0.109
H -0.56911 0.04784 5.17776 -0.159 0.367 0.375 0.117
H 0.54794 2.36747 5.08949 0.471 -0.092 -0.306 0.121
H -1.13908 2.44538 4.97760 -0.476 0.025 -0.281 0.113
H 0.72242 2.97025 3.08803 -0.061 0.167 -0.780 0.097
H 0.92779 -0.02880 2.86102 -0.034 -0.403 -0.449 0.033
C 2.75698 -1.54831 -3.23861 -0.350 0.504 0.355 -0.227
C 2.58127 -0.94217 -4.64116 0.861 -0.277 -0.097 -0.206
O 3.77311 -1.03845 -5.42593 0.889 -0.002 -0.240 -0.094
O 3.23326 -0.68316 -2.22375 0.121 1.592 -0.977 -0.075
H 3.47697 -2.36663 -3.24628 -0.510 -0.524 -0.691 0.107
H 1.74631 -1.82548 -2.93889 -0.088 -0.690 0.027 0.111
H 2.32201 0.11637 -4.66035 -0.464 -0.119 0.555 0.105
H 1.85146 -1.53429 -5.19332 -0.557 0.149 0.459 0.116
H 3.58340 -1.53200 -6.22720 0.026 0.035 0.160 0.067
H 3.54490 -1.19142 -1.47133 -0.060 -0.436 0.518 0.031
C -1.03855 -4.92067 0.81129 -0.907 0.072 0.504 -0.220
C -1.24128 -4.76428 -0.67540 -0.550 -0.055 0.518 -0.278
O -0.05805 -4.33265 -1.25111 0.510 -0.542 -1.082 -0.060
O -1.06290 -3.67697 1.54340 -0.466 -1.189 -0.404 -0.069
H -0.14344 -5.50329 1.02909 0.499 0.315 -0.235 0.116
H -1.82127 -5.60114 1.14656 -0.532 0.453 0.600 0.105
H -2.03893 -4.08096 -0.96681 -0.279 0.435 0.585 0.112
H -1.65043 -5.70321 -1.04838 0.771 -0.509 -0.419 0.110
H -0.09523 -3.37622 -1.17719 0.612 0.631 0.018 0.030
H -0.50803 -3.08060 1.03540 0.371 0.417 -0.202 0.030
C -4.13170 -2.33205 1.09471 0.595 0.978 -0.913 -0.192
C -3.39832 -0.94504 1.38523 -1.083 -2.693 -1.557 -0.148
O -3.82872 -0.13026 0.25249 0.778 0.547 1.603 -0.105
O -5.56782 -2.12024 1.05113 0.314 -0.197 1.347 -0.088
H -3.75248 -3.11159 1.75547 -0.857 0.093 0.633 0.106
H -3.90287 -2.73757 0.10917 0.696 0.493 -0.133 0.104
H -2.31449 -1.06045 1.37599 -0.086 -0.069 -0.553 0.092
H -3.62592 -0.68776 2.41969 -0.646 0.980 -0.272 0.115
H -4.74267 0.12240 0.40228 -0.100 0.036 0.093 0.094
H -5.86282 -1.89191 0.16657 0.494 -0.175 -0.114 0.075
C 3.27010 -3.73931 -0.53067 -0.486 0.994 -0.530 -0.193
C 4.49463 -4.64017 -0.75414 -1.204 1.086 -0.148 -0.212
O 5.30698 -4.24654 -1.87960 0.005 -0.046 0.622 -0.079
O 3.58515 -2.40233 0.00587 0.939 -1.803 -1.232 -0.084
H 2.43279 -4.16709 0.02071 0.531 -0.421 0.631 0.114
H 2.80379 -3.68284 -1.51427 -0.006 0.631 -0.334 0.094
H 4.09180 -5.58872 -1.10923 0.101 -0.300 0.727 0.117
H 4.99213 -4.65593 0.21558 0.719 -0.438 -0.271 0.113
H 5.24267 -3.30116 -2.03362 -0.013 0.194 0.278 0.065
H 2.82941 -2.05699 0.48668 -0.625 -0.024 0.323 0.030
```
Forces are in eV/Å.

The value obtained for the frontier orbital gap is 8.4 eV. For the LUMO energy, the calculation gives 1.72 eV. The value obtained for the total energy is -2299.088676 hartree. Its net charge is -1. As for the HOMO energy: -6.662 eV.

=====

27 unconnected molecules or ions with the total composition C16H79N4O26S at a distorted geometry, computed with the ωB97M-V functional and the def2-TZVPD basis.

```
126
Properties=species:S:1:pos:R:3:forces:R:3:lowdin_charge:R:1
C -0.91557 2.52365 -0.42432 0.345 -0.895 0.681 -0.064
C 0.08957 1.40727 -0.14141 0.467 0.815 -0.235 -0.231
C 1.53094 1.85083 0.10441 -0.296 -0.431 0.075 -0.173
C 2.39663 0.57363 0.15620 -0.158 0.911 0.435 -0.166
C 3.16934 0.50172 1.44777 0.721 -0.315 -0.822 -0.079
N 3.57502 -0.94110 1.83915 -0.599 0.534 0.515 0.113
C 3.69134 -0.85799 3.18154 0.553 -0.078 0.397 -0.345
N 4.52831 0.02848 3.79585 -0.493 1.052 -0.185 0.189
N 2.88727 -1.68135 3.88137 0.219 -0.833 0.071 -0.014
C 1.67620 -0.97829 4.44174 -0.528 -0.147 -0.130 -0.413
S 0.32730 -2.01241 4.97232 0.364 -0.503 0.697 0.990
C -0.62817 -2.47457 3.51925 -0.129 0.727 -0.627 -0.484
C -1.39173 -1.32450 2.90200 0.040 -0.120 -0.108 -0.128
C 2.69355 -2.76226 2.91333 0.794 -0.205 0.054 -0.088
C 2.54264 -1.98697 1.63663 -1.087 0.167 -0.459 -0.207
C 2.49286 -2.78473 0.37462 0.914 0.656 0.921 -0.150
C 2.99356 -2.37341 -0.81974 0.759 1.109 -0.090 -0.023
C 2.83124 -3.15915 -1.91283 0.327 0.399 -0.890 -0.037
C 2.18084 -4.34460 -1.77919 -0.340 -0.957 -0.775 -0.109
N 1.71511 -4.78479 -0.62942 -0.393 -0.573 0.043 0.092
C 1.88240 -3.99580 0.40723 -0.657 -0.862 0.881 -0.086
H -0.44087 3.43435 -0.73582 0.130 0.384 -0.203 0.057
H -1.56697 2.17289 -1.20119 -0.374 0.097 -0.410 0.040
H -1.50752 2.67680 0.46549 -0.312 0.462 0.165 0.081
H -0.22313 0.78996 0.69047 -0.275 -0.261 0.305 0.090
H 0.13990 0.75590 -0.99087 -0.065 -0.433 -0.458 0.075
H 1.85571 2.49090 -0.70271 0.031 0.170 -0.195 0.077
H 1.60845 2.41986 1.02734 0.070 0.210 0.325 0.099
H 1.71240 -0.25288 0.05196 0.002 -0.365 -0.211 0.083
H 3.09531 0.61202 -0.66091 0.211 -0.338 -0.423 0.091
H 2.58961 0.95524 2.24170 -0.352 -0.141 0.336 0.098
H 4.07306 1.07709 1.36377 0.442 0.148 0.057 0.132
H 4.18800 0.93401 4.06517 0.129 0.143 0.073 0.118
H 5.46114 -0.21853 4.07108 -0.012 -0.298 0.098 0.130
H 1.94461 -0.39452 5.30460 0.423 0.022 0.426 0.086
H 1.27689 -0.29021 3.70677 -0.043 0.202 -0.388 0.058
H -0.03575 -2.93733 2.74451 0.389 -0.338 -0.052 0.052
H -1.32169 -3.22823 3.85409 -0.140 -0.342 0.465 0.070
H -0.75067 -0.66860 2.32695 0.238 0.310 -0.088 0.049
H -1.91518 -0.76047 3.65034 -0.169 0.237 0.329 0.023
H -2.13888 -1.69545 2.21752 -0.231 -0.173 -0.301 0.092
H 1.99209 -3.53182 3.16314 -0.704 0.167 0.314 0.115
H 3.66257 -3.25696 2.89495 0.113 -0.347 -0.145 0.152
H 1.57967 -1.47211 1.66126 -0.275 0.210 0.189 0.148
H 3.51684 -1.44209 -0.90158 0.220 0.232 -0.035 0.107
H 3.19978 -2.84397 -2.86415 0.192 0.057 -0.484 0.122
H 2.03342 -4.96576 -2.64224 -0.103 -0.359 -0.234 0.122
H 1.48162 -4.35486 1.33616 -0.214 -0.297 0.305 0.111
O 1.97458 3.48201 -2.60553 0.135 0.149 0.131 -0.068
H 2.86789 3.82509 -2.51161 0.009 0.022 -0.033 0.033
H 1.98434 3.07281 -3.48399 -0.245 -0.052 -0.187 0.001
O 1.06624 2.44917 -5.10319 -0.002 -0.366 0.326 -0.061
H 0.33997 1.87649 -4.81435 0.016 -0.031 0.049 0.042
H 1.23868 2.18252 -6.01435 0.060 0.106 -0.049 0.044
O -0.37397 -1.48015 -1.56673 0.045 -0.048 -0.092 -0.035
H -0.76725 -1.41518 -2.44555 0.019 -0.127 -0.023 0.040
H 0.46415 -1.92880 -1.72540 -0.015 -0.059 -0.031 0.015
O -2.99465 4.91286 -1.39676 0.100 -0.114 -0.031 -0.046
H -3.46624 4.23248 -0.90470 -0.114 0.218 0.177 -0.004
H -2.36462 5.26897 -0.75920 0.004 0.053 -0.047 0.039
O -4.17036 2.33654 -1.22221 -0.048 -0.248 -0.124 -0.057
H -3.47785 2.53723 -1.86361 -0.073 0.059 -0.049 0.014
H -4.26457 1.37818 -1.26539 -0.100 0.031 0.079 0.075
O -2.17073 1.20444 5.51336 0.146 -0.088 -0.289 -0.070
H -1.53907 0.51304 5.27758 -0.003 -0.032 0.124 0.013
H -1.86930 1.99694 5.03870 -0.205 0.122 0.106 0.040
O -0.70707 -5.85355 0.91053 -0.070 -0.154 0.120 -0.056
H 0.03052 -5.80842 0.28929 0.145 0.044 -0.189 0.002
H -1.03144 -6.75749 0.82982 0.035 0.006 -0.094 0.058
O -1.32601 3.10578 -6.15041 -0.301 0.285 -0.100 -0.069
H -1.83384 3.82480 -6.54335 -0.023 -0.033 0.054 0.062
H -0.45112 3.49480 -5.96811 -0.116 -0.169 -0.088 0.016
O 4.38068 1.65023 -3.09443 0.143 0.043 0.045 -0.036
H 3.96121 0.94952 -2.58828 -0.076 0.012 -0.073 0.011
H 4.97789 2.08223 -2.47484 0.072 -0.045 -0.056 0.043
O 0.37294 2.42761 4.29503 0.083 -0.205 -0.052 -0.023
H 0.79199 2.14985 3.47354 -0.112 0.077 -0.065 0.014
H 0.72275 1.83437 4.96902 -0.010 0.130 0.098 0.034
O -4.31268 0.36335 2.93152 -0.053 -0.224 0.079 -0.049
H -4.88443 -0.29738 3.33540 0.014 -0.037 0.009 0.045
H -3.64299 0.54640 3.60218 -0.106 0.206 0.033 0.005
O -0.45755 1.25262 -8.17633 0.031 0.100 -0.089 -0.052
H -0.49911 1.49853 -9.10592 -0.001 -0.121 -0.014 0.054
H -0.92270 1.95858 -7.69726 0.020 -0.047 0.286 0.009
O -3.10101 3.90765 5.51726 -0.047 -0.148 -0.019 -0.046
H -3.84387 4.28453 5.03405 0.085 0.043 -0.121 0.049
H -3.51258 3.29095 6.13233 0.024 0.083 0.122 0.032
O -2.33950 -5.77796 3.34016 0.097 0.122 0.043 -0.065
H -1.67185 -5.76261 2.64056 -0.056 0.033 -0.025 -0.017
H -2.69423 -6.67139 3.33993 -0.006 0.016 0.045 0.037
O 1.05630 4.01680 -7.44458 0.182 0.022 -0.160 -0.052
H 1.92477 4.41703 -7.32937 -0.016 0.025 0.023 0.064
H 1.10305 3.60554 -8.31804 -0.004 0.081 -0.031 0.029
O -4.44789 2.43541 -4.30071 0.344 0.010 0.114 -0.049
H -5.21944 2.65786 -3.76724 0.039 -0.016 0.012 0.046
H -3.85416 3.19016 -4.19757 -0.136 0.090 -0.132 0.039
O -2.01582 1.73655 8.43892 -0.159 0.002 -0.027 -0.060
H -1.07193 1.87349 8.55507 -0.006 -0.021 0.039 0.033
H -2.13364 1.57056 7.49432 0.157 -0.014 -0.026 -0.021
O -0.07009 -1.79402 8.56233 0.177 -0.008 -0.032 -0.067
H -0.89644 -2.15237 8.89971 -0.028 0.081 0.010 0.038
H -0.16242 -1.83271 7.60558 -0.188 -0.015 -0.007 -0.050
O -1.67191 0.57982 -3.98139 -0.077 0.223 0.203 -0.038
H -1.81840 0.32790 -3.06381 0.018 0.085 0.028 0.011
H -2.40285 1.19165 -4.16802 0.081 -0.177 -0.235 0.018
O 2.15191 -8.08014 -1.10886 -0.094 0.094 0.036 -0.063
H 1.64726 -7.94982 -1.92167 0.034 -0.096 -0.177 -0.009
H 2.26980 -7.19085 -0.76159 -0.021 0.054 0.038 -0.007
O 0.16248 5.52875 0.90305 0.060 -0.096 -0.054 -0.045
H 0.72919 5.22511 0.18555 -0.003 0.065 -0.026 0.027
H 0.48736 5.07047 1.68502 -0.086 0.084 0.027 0.031
O -2.61395 -1.50271 6.11249 -0.233 -0.088 -0.051 -0.063
H -3.11330 -0.68660 6.24496 0.093 0.026 0.085 0.035
H -3.26063 -2.20480 6.24530 0.066 -0.032 0.013 0.061
O 1.51898 4.81690 -10.18367 -0.057 -0.012 0.045 -0.057
H 1.49768 5.06744 -11.11252 0.026 -0.029 0.002 0.047
H 1.07452 5.53230 -9.71639 -0.003 0.008 -0.034 0.040
O 0.55494 -7.79048 -3.79001 -0.076 0.060 0.103 -0.048
H -0.32283 -8.16007 -3.64912 0.010 -0.006 0.003 0.049
H 0.68753 -7.83556 -4.74211 0.090 -0.016 0.016 0.049
O -0.85465 -1.70537 -7.91239 -0.004 -0.018 0.081 -0.075
H -1.75989 -1.81074 -8.21767 0.007 -0.009 0.006 0.028
H -0.74594 -0.74986 -7.80429 0.018 0.084 -0.110 -0.014
O -4.58596 2.97055 1.62212 -0.077 0.212 -0.128 -0.071
H -5.37307 2.48290 1.88446 0.157 -0.076 0.138 0.025
H -4.51136 2.80013 0.67439 0.062 0.001 0.018 -0.020
```
Forces are in eV/Å.

The value obtained for the frontier orbital gap is 7.7 eV. For the LUMO energy, the calculation gives -4.48 eV. The value obtained for the total energy is -3230.186990 hartree. Its net charge is +1. As for the HOMO energy: -12.187 eV.